(1)
Below is 2 unconnected molecules or ions with the total composition C9H7BrClNOS at a distorted geometry, with properties calculated with ωB97M-V/def2-TZVPD.

Properties
Multiplicity = 1
Energy relative to the best compared isomer or geometry (same formula, charge and spin) = 0.0200 eV
Charge = 0
SMILES = OSc1ccccc1Cl.C=C(Br)C#N
Max |F| = 4.1 eV/Å
Total energy = -3909.44536 a.u.
Molar mass = 292.58 g mol⁻¹

XYZ file:
```
21
Properties=species:S:1:pos:R:3:forces:R:3
O 2.45538 -0.91412 -2.62498 -1.0 1.3 0.6
S 3.02926 -0.14926 -1.26833 1.6 0.7 -1.4
C 1.83143 -0.21825 -0.07850 -0.2 0.8 2.0
C 0.64498 -0.94623 -0.09971 -0.2 -0.3 -1.0
C -0.12785 -0.94376 1.04853 0.5 -0.2 -0.7
C 0.13641 -0.16412 2.13546 -2.4 1.1 1.9
C 1.22920 0.64918 2.15147 3.5 1.7 1.2
C 2.16348 0.55725 1.09993 -1.1 -0.5 -0.4
Cl 3.68788 1.46226 1.17934 -1.0 -0.5 -0.1
H 2.89306 -1.73878 -2.60557 0.6 -1.7 -0.2
H 0.27033 -1.45676 -1.04710 0.9 0.5 1.5
H -0.93151 -1.60153 1.12091 -1.6 -0.8 -0.2
H -0.69632 0.00090 2.91459 1.7 -0.7 -1.0
H 1.58521 1.32487 3.05766 -1.2 -1.5 -2.0
C -1.73858 1.07606 -1.19008 -0.1 2.3 0.2
C -1.41990 1.99313 -0.28978 1.3 0.0 -1.0
Br 0.11817 3.12190 -0.48249 -0.3 -0.3 -0.1
C -2.10470 2.22763 0.88753 0.0 -0.2 0.6
N -2.58314 2.37407 1.90884 -0.9 0.3 1.4
H -2.70363 0.65444 -1.13868 -0.7 -1.0 0.1
H -1.25908 1.28588 -2.10316 0.7 -1.0 -1.3
```
Forces are in eV/Å.

---

(2)
Below is a molecular structure, C9H7Cl2LuNO3Rh at a distorted geometry, with properties calculated with ωB97M-V/def2-TZVPD.

Properties
Multiplicity = 5
Charge = +4
Max |F| = 10.0 eV/Å
Total energy = -2892.18784 a.u.
Molar mass = 525.94 g mol⁻¹

XYZ file:
```
24
Properties=species:S:1:pos:R:3:forces:R:3
Rh -0.50098 -0.37303 -3.51121 -3.2 -2.5 -0.3
Lu 0.48449 1.31170 -1.89917 0.8 3.6 2.8
Cl -1.92246 1.70077 -1.94531 0.2 -0.4 -0.4
Cl 2.43558 -0.00858 -2.52405 -0.1 -0.5 -0.4
C -0.55990 -1.26692 -1.80520 -2.0 -4.1 7.3
C -0.43724 1.16404 -4.66639 0.0 6.8 -5.0
C 0.69970 -1.25842 -4.64638 5.7 -4.0 -7.1
O -0.81940 -1.90895 -0.86418 1.5 3.0 -4.8
O -0.42210 2.04302 -5.41798 -0.1 -3.9 3.1
O 1.41316 -1.65225 -5.46891 -3.2 1.7 3.9
N 0.38719 2.66188 0.04779 -0.1 -0.2 0.9
C 0.27962 1.97881 1.34160 0.6 0.0 -1.0
C -0.98304 1.78030 1.91255 -1.4 -0.4 1.4
C -1.05346 1.19901 3.18583 -1.5 1.0 -1.6
C 0.12029 0.78937 3.82568 -0.7 -0.3 1.0
C 1.36151 0.90155 3.18389 2.0 0.5 -2.0
C 1.44469 1.47766 1.90623 0.8 -0.6 0.9
H -0.42847 3.28001 -0.08366 0.3 0.0 0.1
H 1.22437 3.24882 0.09513 0.0 0.3 0.0
H -1.87159 2.10292 1.34380 0.3 -0.1 0.7
H -2.01776 1.07379 3.69366 0.4 0.1 -0.3
H 0.06212 0.34266 4.81435 0.0 0.0 0.0
H 2.25964 0.52308 3.66420 0.0 0.1 0.0
H 2.38836 1.55626 1.33944 -0.3 0.0 0.7
```
Forces are in eV/Å.

---

(3)
Below is a molecular structure, C9H7ClN4 at a distorted geometry, with properties calculated with ωB97M-V/def2-TZVPD.

Properties
Multiplicity = 1
Energy relative to the best compared isomer or geometry (same formula, charge and spin) = 0.0000 eV
Charge = 0
Max |F| = 5.0 eV/Å
Total energy = -1026.17125 a.u.
Molar mass = 206.64 g mol⁻¹

XYZ file:
```
21
Properties=species:S:1:pos:R:3:forces:R:3
C -1.22429 -1.15224 1.64369 -0.8 -0.4 -1.2
C -0.54400 -0.04337 1.52807 1.4 4.4 1.7
C 1.61223 2.18744 -0.09650 0.6 0.2 1.4
C -2.03925 -1.53782 0.46051 -0.7 0.3 1.0
C 0.00020 -0.81795 -1.78696 -0.2 0.2 -0.4
C 1.51035 0.84842 -0.14142 -3.1 1.0 -0.1
C -0.93389 0.01899 -0.93359 -1.2 -0.4 -0.3
C 2.04837 -0.48320 -0.61144 -1.5 1.1 1.5
C -0.35741 0.75276 0.26359 3.6 -1.3 -1.4
N 0.32082 2.89182 0.09008 1.0 0.1 0.3
N -2.01249 -0.90067 -0.62404 -0.3 -1.3 -0.7
N 1.22416 -1.06201 -1.68289 1.4 -0.1 0.5
N -0.61017 2.15158 0.33067 -1.8 -0.6 0.0
Cl 1.93032 -1.43881 0.96490 0.7 -0.5 -0.8
H -1.30076 -1.63488 2.58047 -0.2 -0.6 0.7
H -0.14258 0.62558 2.41400 -0.6 -2.1 -1.4
H 2.34925 2.98926 0.22668 -0.1 -1.7 -1.4
H -2.91682 -2.19834 0.56680 0.7 0.0 0.2
H -0.49207 -1.26302 -2.66857 0.0 0.1 0.6
H -1.51186 0.57441 -1.66411 0.7 1.4 -0.1
H 3.08990 -0.50797 -0.85994 0.3 0.0 -0.3
```
Forces are in eV/Å.

---

(4)
Below is a molecular structure, C9H7F6N3O7PtS2 at a distorted geometry, with properties calculated with ωB97M-V/def2-TZVPD.

Properties
Multiplicity = 5
Energy relative to the best compared isomer or geometry (same formula, charge and spin) = 0.7894 eV
Charge = +2
Max |F| = 6.4 eV/Å
Total energy = -2551.97087 a.u.
Molar mass = 642.37 g mol⁻¹

XYZ file:
```
35
Properties=species:S:1:pos:R:3:forces:R:3
Pt 0.61758 0.22159 0.13893 2.6 -1.6 0.8
F -0.03209 3.48729 3.88150 -0.4 -1.3 -1.4
C -0.66859 2.54047 3.14836 -1.5 3.3 1.8
F -0.80730 1.47740 3.86991 0.7 -1.1 -0.5
F -1.93472 2.99455 2.87888 2.1 -0.6 -0.5
S 0.22798 2.36539 1.47178 0.4 3.5 -0.3
O 1.47963 1.45251 1.52116 -1.9 2.0 0.6
O -0.84524 1.60652 0.68960 0.6 0.1 0.6
N 0.41335 3.79542 0.97531 -0.7 -2.9 2.3
S 0.91912 4.53353 -0.35172 -0.7 6.3 -0.9
O 1.13799 3.70584 -1.49151 -0.5 -0.9 0.2
O 0.15402 5.82793 -0.40549 2.1 -4.5 -0.1
C 2.64871 5.06842 0.16199 1.7 0.3 0.7
F 2.62698 6.10287 0.99706 -0.5 -0.8 -0.2
F 3.39481 5.43545 -0.88374 -1.0 -0.6 0.2
F 3.28103 4.02088 0.78295 -0.8 0.7 -0.6
O 1.91870 -3.30830 0.31642 -0.2 1.9 -0.9
C 2.12196 -2.31285 -0.37114 0.7 -3.2 0.3
O 2.18816 -1.08180 0.07258 0.0 0.7 0.0
H 2.32603 -2.43063 -1.46913 0.0 0.5 0.5
N -1.33128 -5.21249 0.57966 -0.9 1.1 -1.3
C -2.03610 -4.61285 -0.39789 3.2 0.9 1.4
O -2.95350 -5.24642 -0.93318 -1.4 -0.6 -0.6
C -1.63972 -3.26908 -0.96563 0.1 1.2 0.9
C -2.21276 -2.76011 -2.13979 0.2 -0.2 -0.5
C -1.61957 -1.63629 -2.73425 0.6 0.4 -1.2
C -0.70550 -0.87762 -1.99391 -1.5 -0.4 -1.3
N -0.39289 -1.20687 -0.73195 -1.9 -2.2 -2.0
C -0.76690 -2.40928 -0.24869 -0.5 -0.3 -0.2
H -1.65173 -6.11270 0.85675 -0.2 -0.9 0.4
H -0.39024 -4.96363 0.86953 0.0 0.3 -0.3
H -3.07448 -3.26211 -2.59542 0.6 0.1 -0.1
H -1.73673 -1.37713 -3.84037 -0.5 -0.3 1.9
H -0.30393 0.06767 -2.38335 -0.1 -0.5 0.0
H -0.35278 -2.62358 0.72480 -0.2 -0.3 0.1
```
Forces are in eV/Å.

---

(5)
Below is C9H7N in the gas phase at a distorted geometry, with properties calculated with ωB97M-V/def2-TZVPD.

Properties
Multiplicity = 1
Energy relative to the best compared isomer or geometry (same formula, charge and spin) = 8.2944 eV
Charge = 0
SMILES = CC1=C=C=C2N/C2=C/C=C\1
Max |F| = 6.4 eV/Å
Total energy = -401.56503 a.u.
Molar mass = 129.16 g mol⁻¹

XYZ file:
```
17
Properties=species:S:1:pos:R:3:forces:R:3
C 2.73499 -1.12279 -0.06112 1.1 -4.7 -4.1
C 1.31557 -0.76688 -0.11584 -1.4 -0.7 1.1
C 0.34743 -1.68464 0.13864 -1.9 1.8 -0.6
C -0.93938 -1.43161 0.18846 2.3 -1.5 0.0
C -2.08175 -0.91875 0.08309 -1.3 1.1 0.0
N -3.30379 -0.42726 0.02108 0.1 1.6 0.1
C -2.50564 0.68144 0.03653 1.1 -3.7 -0.3
C -1.58407 1.62146 -0.09001 -0.6 -1.2 0.3
C -0.11922 1.51710 0.01731 -0.6 -2.7 -0.4
C 0.96961 0.65935 -0.03154 -1.3 0.6 0.0
H 3.26799 -1.20842 -1.14687 -1.3 0.4 2.2
H 3.23190 -0.42771 0.44051 2.5 3.0 2.2
H 3.00116 -2.14930 0.40271 -0.9 1.7 -0.6
H -4.27109 -0.67045 -0.07050 -0.4 -0.2 0.0
H -2.04878 2.56016 -0.14766 0.2 1.8 -0.2
H 0.18035 2.46344 0.23700 1.2 2.7 0.3
H 1.80471 1.30484 0.09820 1.1 0.1 0.1
```
Forces are in eV/Å.

---

(6)
Below is a molecular structure, C9H7N2O5Sn at a distorted geometry, with properties calculated with ωB97M-V/def2-TZVPD.

Properties
Multiplicity = 1
Charge = +3
Max |F| = 7.8 eV/Å
Total energy = -1045.68235 a.u.
Molar mass = 341.88 g mol⁻¹

XYZ file:
```
24
Properties=species:S:1:pos:R:3:forces:R:3
O 0.58410 3.04043 -4.67302 -0.4 -3.5 3.1
C 0.45321 2.15786 -3.94516 -0.3 5.0 -5.9
Sn 0.66529 0.91793 -2.32621 -1.2 -3.2 2.2
C 0.30732 -0.97307 -1.39171 -0.7 -3.9 2.5
O 0.53064 -2.12097 -1.49970 -0.4 3.2 -0.3
C 2.23869 1.49503 -0.76414 2.3 3.6 0.4
O 2.69816 1.69348 0.31698 -1.8 -1.3 -3.0
C -1.01731 1.97994 -1.03782 -2.1 2.6 3.8
O -1.42755 2.55562 -0.13115 1.5 -2.2 -3.7
C 2.42651 -0.54793 -3.36244 3.6 -1.9 -0.4
O 3.38095 -1.17002 -3.42518 -3.3 2.0 0.1
H 2.32690 2.13150 -1.78011 2.8 0.2 3.1
C -2.54954 -1.09743 2.82685 -1.4 0.0 0.7
N -1.32542 -0.91107 2.06747 0.9 0.3 -1.7
C -0.03069 -1.16634 2.49493 -0.7 0.6 -2.0
C 0.76670 -0.88477 1.43099 0.1 -0.5 0.7
N 0.00352 -0.47778 0.37214 0.7 0.1 -2.3
C -1.24735 -0.51715 0.75875 -1.9 -0.5 2.8
H -2.75089 -2.16229 3.04319 0.4 0.4 -0.2
H -2.56073 -0.54480 3.78916 0.4 -0.2 -0.7
H -3.38253 -0.72165 2.21818 0.2 -0.1 0.2
H 0.20620 -1.58625 3.42702 0.2 -0.2 1.2
H 1.80579 -0.92068 1.36515 1.4 -0.3 0.0
H -2.10196 -0.16958 0.22584 -0.5 -0.2 -0.4
```
Forces are in eV/Å.